Here is an isolated ion of composition C2H5O3S and charge -1 in a non-equilibrium geometry from the OMol25 dataset. Energies are from ωB97M-V/def2-TZVPD.

The relative energy (zero: lowest compared OMol25 entry of this formula, charge and spin) is 0.5 kJ/mol. Its spin multiplicity is 1. The HOMO-LUMO gap comes out at 7.610 eV. As for the total charge: -1. The calculation puts the largest force on an atom at 2.62 eV/Å. Its energy is -19133.6574 eV. The value obtained for the molecular weight is 109.1 g mol⁻¹.

Structure (XYZ):
```
11
Properties=species:S:1:pos:R:3:forces:R:3
C -0.006485 -1.328130 0.589792 -0.132 0.226 -0.100
C -0.149027 -0.175671 -0.376489 -2.246 1.266 0.248
O 1.820881 1.429262 -1.224858 0.083 -0.029 -0.043
O 0.037752 2.358243 0.249874 0.012 0.035 0.100
O -1.554883 0.403920 -0.294526 2.447 -0.927 0.026
S 1.068382 1.277087 0.050555 -0.346 -0.512 -0.281
H 0.158900 -0.947705 1.598160 0.005 -0.040 0.113
H -0.911207 -1.939038 0.595108 0.009 -0.015 -0.043
H 0.838502 -1.952467 0.305007 0.148 -0.076 0.049
H 0.010562 -0.465962 -1.415082 0.189 0.103 -0.002
H -1.313377 1.340461 -0.077542 -0.170 -0.030 -0.067
```
Positions in Å, forces in eV/Å.

Which charges does Mulliken predict for the atoms? In e, they are: number 1, C, carries -1.08; number 2, C, carries 0.07; number 3, O, carries -0.64; number 4, O, carries -0.73; number 5, O, carries -0.57; number 6, S, carries 0.47; number 7, H, carries 0.26; number 8, H, carries 0.31; number 9, H, carries 0.30; number 10, H, carries 0.25; number 11, H, carries 0.37